Entry 1:
The following is a DFT calculation (ωB97M-V/def2-TZVPD) of a molecular structure, C31H30AuCl2N3P2S at a distorted geometry.

```
70
Properties=species:S:1:pos:R:3:forces:R:3
Au -1.03226 -1.23281 0.77257 0.39 0.03 0.29
C 0.24544 1.87470 -2.46177 0.16 0.44 -0.50
N 0.11106 1.09007 -1.24072 -0.54 -0.05 0.98
P -0.15820 1.84215 0.26078 1.88 0.38 -0.78
C 1.11755 1.11573 1.32543 -0.60 0.26 0.01
C 2.02852 0.17098 0.86292 0.09 0.03 -0.10
C 3.02882 -0.26916 1.70676 0.00 -0.02 -0.10
C 3.09310 0.19187 3.01390 -0.01 0.11 0.00
C 2.16307 1.10876 3.47985 -0.03 0.01 0.10
C 1.16676 1.57183 2.64064 -0.12 -0.05 0.00
C 0.26977 3.59750 0.00595 -0.40 -0.53 0.38
C -0.74765 4.50624 -0.27126 -0.09 -0.11 0.01
C -0.44558 5.84061 -0.47063 -0.07 -0.02 0.02
C 0.86896 6.27078 -0.38531 -0.08 -0.06 0.01
C 1.87999 5.36675 -0.09975 0.20 -0.11 0.04
C 1.59145 4.03115 0.11615 0.03 -0.10 -0.01
P -0.68997 -0.43474 -1.35786 -0.43 0.08 -0.68
C -2.22840 0.06912 -2.17447 0.27 -0.32 0.19
C -2.41227 -0.01562 -3.55059 -0.03 -0.06 0.13
C -3.62056 0.38473 -4.09359 -0.01 -0.03 -0.07
C -4.63071 0.85798 -3.27076 -0.03 0.04 0.04
C -4.43111 0.97034 -1.90136 0.00 0.07 0.01
C -3.22172 0.58883 -1.35086 0.03 -0.01 -0.10
C 0.24370 -1.39459 -2.56043 0.00 -0.20 0.30
C 1.58217 -1.16422 -2.87310 -0.20 0.06 0.11
C 2.22313 -1.99244 -3.77737 0.05 -0.04 -0.06
C 1.53939 -3.04734 -4.36387 -0.02 0.03 0.04
C 0.21371 -3.29546 -4.03511 0.03 -0.04 -0.04
C -0.42943 -2.48405 -3.12090 0.04 0.18 0.15
H 1.12919 2.50794 -2.37457 -0.05 -0.04 -0.09
H -0.62349 2.51070 -2.64708 0.01 -0.08 0.03
H 0.36260 1.19896 -3.31175 0.00 0.10 0.13
H 1.97325 -0.19344 -0.15228 0.09 0.01 0.00
H 3.76096 -0.96494 1.32694 0.07 -0.08 0.03
H 3.87206 -0.14922 3.67966 0.09 -0.04 0.01
H 2.21527 1.46038 4.49745 0.00 0.06 0.12
H 0.42590 2.27682 2.99320 0.02 0.11 0.11
H -1.77163 4.16873 -0.30962 -0.19 0.00 -0.06
H -1.24010 6.54013 -0.67022 -0.08 0.12 -0.05
H 1.10350 7.31333 -0.52388 0.04 0.14 -0.04
H 2.90509 5.69721 -0.02866 0.07 0.07 0.00
H 2.38309 3.33622 0.35535 0.07 -0.04 0.04
H -1.63171 -0.41443 -4.18116 0.00 0.00 -0.11
H -3.77728 0.30225 -5.15796 -0.04 0.04 -0.09
H -5.58078 1.14160 -3.69603 -0.09 0.03 -0.06
H -5.22326 1.33426 -1.26379 -0.05 0.09 0.02
H -3.04412 0.67585 -0.28499 -0.13 -0.03 -0.09
H 2.12165 -0.34346 -2.42141 0.05 0.10 0.00
H 3.25717 -1.81039 -4.03015 0.06 0.00 -0.02
H 2.04326 -3.68396 -5.07333 0.06 -0.06 -0.09
H -0.31797 -4.11467 -4.49641 0.00 -0.07 0.02
H -1.45440 -2.68037 -2.83475 -0.09 -0.07 -0.10
C 3.39553 -3.55257 3.02843 0.05 -0.03 -0.10
C 2.02184 -3.65095 3.58996 0.21 -0.21 0.48
C 1.73673 -4.56238 4.61162 -0.38 0.38 -0.28
C 0.41721 -4.58236 5.03430 0.31 -0.65 0.16
N -0.48064 -3.78000 4.52830 -2.07 0.82 0.41
C -0.15421 -2.90314 3.58622 1.88 -1.50 0.77
S -1.35417 -1.79984 3.07466 -0.48 0.10 -0.32
N 1.08658 -2.85400 3.10977 0.01 1.06 -1.42
H 4.06904 -4.22112 3.55463 0.12 -0.02 -0.04
H 3.75856 -2.53218 3.11958 0.06 0.01 -0.03
H 3.37393 -3.82257 1.97372 0.08 0.03 -0.07
H 2.49309 -5.20460 5.02688 0.08 -0.11 0.09
H 0.06489 -5.26785 5.79403 0.06 -0.04 0.08
Cl -4.04804 -1.82602 0.79327 -0.33 -0.30 0.03
C -4.66217 -0.71878 2.03610 -0.17 -0.25 0.04
Cl -3.59496 0.67362 2.19331 0.05 0.42 0.25
H -4.67730 -1.24147 2.99016 -0.06 0.05 -0.15
H -5.65291 -0.38295 1.73522 0.18 -0.03 0.07
```
Positions in Å, forces in eV/Å.

Charge: +2
2S+1: 3

=====

Entry 2:
The following is a DFT calculation (ωB97M-V/def2-TZVPD) of a molecular structure, C31H30BF6N4PPd at a distorted geometry.

```
74
Properties=species:S:1:pos:R:3:forces:R:3
Pd 0.33937 1.21187 -1.34288 -1.24 -0.10 -1.64
F 4.23408 4.74711 -2.32109 0.03 0.00 -0.01
C 2.94551 4.52252 -1.99933 -0.01 0.00 0.00
C 2.46575 3.22827 -2.01614 -0.06 0.08 -0.12
C 1.13736 2.99207 -1.68916 0.25 -0.21 0.51
C 0.30345 4.07867 -1.35454 0.00 0.02 -0.04
C 0.85341 5.35355 -1.32541 -0.04 -0.01 -0.05
F 0.09482 6.41117 -0.95504 0.01 0.00 -0.03
C 2.16907 5.60907 -1.64587 0.02 0.02 0.00
C -1.09227 3.73778 -1.06393 -0.04 0.04 -0.02
C -2.16668 4.62103 -1.00088 0.01 0.00 0.10
C -3.44277 4.12346 -0.80570 0.00 -0.02 0.01
C -3.63666 2.75628 -0.69098 0.02 0.03 0.00
C -2.53218 1.93009 -0.77113 -0.05 -0.05 0.05
N -1.30191 2.40866 -0.93840 0.39 -0.07 0.17
H 3.14986 2.42588 -2.26251 0.03 0.00 0.04
H 2.57172 6.61029 -1.61241 0.00 0.00 0.00
H -1.99653 5.67962 -1.10817 -0.01 0.00 -0.01
H -4.28372 4.80317 -0.75609 0.00 0.00 0.00
H -4.61882 2.32840 -0.55045 0.00 0.00 0.00
H -2.60460 0.85145 -0.72153 0.03 0.05 -0.02
N -0.70234 -0.64412 -1.20783 0.43 0.16 0.38
P -1.07782 -1.31677 0.13229 0.01 -0.19 -0.13
C -2.64698 -2.24243 0.02467 -0.06 0.02 -0.03
C -3.07547 -3.13009 1.00966 -0.01 0.00 0.01
C -4.28252 -3.79715 0.87292 0.00 0.01 0.00
C -5.06661 -3.58701 -0.25576 0.00 0.00 -0.01
C -4.63997 -2.71384 -1.24534 -0.01 -0.01 0.00
C -3.43109 -2.04332 -1.10523 -0.02 0.00 0.02
C 0.00705 -2.68418 0.75718 0.26 0.15 -0.19
C 0.64432 -2.71157 1.99303 -0.10 -0.03 0.03
C 1.47579 -3.77378 2.34168 0.01 0.00 -0.07
C 1.67378 -4.82544 1.45890 0.00 0.08 -0.12
C 1.05207 -4.80383 0.20850 0.04 0.06 0.09
C 0.23825 -3.73554 -0.13817 -0.01 -0.01 0.04
C -1.27818 -0.21871 1.57351 0.00 -0.01 0.02
C -2.49925 -0.00857 2.20950 0.01 0.02 0.00
C -2.61880 0.96296 3.19551 0.01 0.01 -0.01
C -1.52117 1.73205 3.55334 0.00 0.01 0.00
C -0.29686 1.52486 2.93016 -0.01 0.00 -0.01
C -0.17854 0.55688 1.94605 0.02 -0.01 0.04
H -2.46167 -3.29976 1.88799 0.00 0.00 -0.01
H -4.61308 -4.48259 1.64295 0.00 0.00 0.00
H -6.00763 -4.11133 -0.36414 0.00 0.00 0.00
H -5.24656 -2.55749 -2.12844 0.00 0.00 0.00
H -3.06356 -1.36775 -1.86969 0.01 0.00 0.00
H 0.47960 -1.91450 2.70544 0.04 0.06 -0.01
H 1.96218 -3.77592 3.30826 -0.01 -0.01 0.02
H 2.29791 -5.66445 1.74202 0.00 0.01 -0.01
H 1.18737 -5.63012 -0.47979 0.01 0.03 0.01
H -0.25364 -3.71869 -1.10551 0.02 0.01 0.00
H -3.36772 -0.59111 1.92809 0.01 -0.01 0.00
H -3.57431 1.12143 3.67959 0.00 0.01 0.00
H -1.61937 2.49464 4.31562 0.00 0.00 0.01
H 0.56792 2.11861 3.19752 0.00 0.00 0.01
H 0.78412 0.41199 1.47069 0.01 0.02 -0.06
F 4.36400 1.30298 2.23561 0.03 -0.13 -0.16
B 3.78226 0.66944 1.17152 -0.66 0.67 0.63
F 3.25064 -0.61416 1.55898 -0.02 0.28 0.34
F 4.73795 0.35886 0.15073 0.48 0.53 0.15
F 2.73027 1.40724 0.60974 0.41 0.01 0.31
N 4.04477 -1.98687 -0.39857 -0.26 -1.22 -0.24
C 3.49756 -1.64521 -1.75083 0.00 -0.05 -0.05
C 2.53217 -0.49696 -1.50033 0.08 -0.03 -0.17
N 1.65777 -0.05915 -2.58361 0.16 0.14 0.84
H 4.95898 -2.42867 -0.44334 -0.02 -0.04 -0.04
H 3.40439 -2.61471 0.10360 0.10 0.13 -0.09
H 4.12295 -1.13153 0.18716 0.21 -0.36 -0.26
H 3.00944 -2.52725 -2.16459 0.03 -0.01 0.01
H 4.33928 -1.35926 -2.38006 -0.03 0.01 -0.04
H 3.12365 0.36069 -1.19072 -0.20 -0.13 -0.12
H 1.89626 -0.78017 -0.66154 -0.08 0.00 0.01
H 0.92044 -0.72191 -2.81725 0.08 -0.08 0.05
H 2.19169 0.26284 -3.38004 -0.27 0.15 -0.11
```
Positions in Å, forces in eV/Å.

=====

Entry 3:
The following is a DFT calculation (ωB97M-V/def2-TZVPD) of a molecular structure, C31H30ClDyP2 at a distorted geometry.

```
65
Properties=species:S:1:pos:R:3:forces:R:3
Dy -1.73863 -0.75371 0.86216 -1.91 -0.51 0.38
Cl -4.07490 -0.48840 1.60115 0.51 -0.02 -0.27
P 0.16591 -1.07171 -1.05810 0.16 -1.14 -1.20
C 1.95893 -0.93627 -1.03535 0.61 0.25 0.21
C 2.63769 -0.43713 -2.16061 -0.16 -0.19 0.36
C 3.99897 -0.15096 -2.07897 0.22 0.06 0.12
C 4.68874 -0.29269 -0.87143 -0.36 0.08 -0.12
C 4.00509 -0.77573 0.24885 0.13 -0.18 0.23
C 2.66278 -1.13126 0.17391 0.00 0.18 -0.46
C -0.22711 -2.82957 -0.57912 -0.14 0.20 -0.08
C -1.59673 -3.20834 -0.45831 0.56 0.27 0.12
C -1.91466 -4.51737 -0.08275 -0.34 0.11 -0.11
C -0.89662 -5.44318 0.14156 0.20 -0.15 0.06
C 0.45065 -5.08104 0.03051 -0.28 0.45 -0.19
C 0.78294 -3.77209 -0.34543 -0.08 -0.24 0.41
C -0.36121 -1.02936 -2.78241 -0.18 -0.01 -0.07
C -1.34769 -0.11610 -3.18442 0.12 -0.18 -0.07
C -1.77723 -0.12410 -4.51152 0.03 -0.13 -0.30
C -1.21740 -1.02713 -5.43387 -0.25 0.34 0.21
C -0.24714 -1.94252 -5.01593 0.14 -0.08 0.17
C 0.17589 -1.96069 -3.68341 -0.40 0.34 -0.43
H -2.42056 -2.51253 -0.76338 0.46 -0.58 0.01
H -2.96598 -4.81379 0.00661 0.47 0.08 -0.07
H -1.14885 -6.47519 0.38923 0.01 0.34 0.02
H 1.23970 -5.80761 0.23001 -0.27 0.18 -0.14
H 1.83363 -3.48340 -0.44945 -0.44 -0.15 0.02
H 2.09932 -0.28282 -3.09482 0.20 0.03 0.23
H 4.51899 0.20655 -2.96677 -0.12 -0.07 0.23
H 5.74327 -0.01195 -0.79415 -0.42 -0.17 -0.06
H 4.52619 -0.88818 1.20086 -0.08 -0.02 -0.31
H 2.17395 -1.57439 1.04729 0.22 0.24 -0.26
H -1.77694 0.59189 -2.46056 0.20 -0.23 -0.38
H -2.55082 0.57604 -4.83545 0.29 -0.24 0.09
H -1.55487 -1.00826 -6.48246 0.23 -0.05 0.66
H 0.18754 -2.64919 -5.72749 -0.19 0.25 0.24
H 0.91653 -2.68138 -3.34616 -0.08 0.08 -0.11
H 3.36494 2.45938 -3.80943 -0.75 -0.03 -0.58
H 2.76162 2.42506 -4.28748 0.74 0.04 0.58
C 0.95802 2.07330 0.15936 -0.52 0.75 -0.39
P -0.65416 1.72239 0.93713 0.94 0.58 0.54
C -1.46001 3.26711 1.45285 -0.10 -0.09 0.04
C -2.84526 3.28110 1.73198 0.47 -0.02 -0.01
C -3.43246 4.45816 2.18656 0.21 0.26 0.06
C -2.66357 5.62441 2.32863 0.34 -0.55 -0.35
C -1.29248 5.60397 2.03700 -0.25 -0.08 0.10
C -0.68598 4.42086 1.62484 -0.23 -0.08 0.07
C -0.11748 0.90717 2.52603 0.46 -0.20 -0.07
C -0.08816 -0.53013 2.61719 -0.42 0.44 1.00
C -0.52769 -1.13912 3.81876 0.93 0.17 -0.22
C -0.68275 -0.33256 4.95128 -0.51 0.02 0.31
C -0.38010 1.03516 4.91962 0.44 -0.23 -0.24
C -0.06118 1.65752 3.70253 -0.61 -0.39 0.10
H 1.40924 2.92421 0.68422 0.09 -0.33 -0.25
H 0.77944 2.34004 -0.89119 0.25 0.00 0.20
H 1.60260 1.20087 0.22061 -0.02 0.07 0.06
H -3.44616 2.37266 1.62790 0.18 0.31 -0.03
H -4.49237 4.47837 2.43789 0.26 -0.03 -0.12
H -3.12872 6.54700 2.64914 -0.01 -0.04 0.03
H -0.68893 6.50272 2.13992 -0.17 -0.15 0.03
H 0.39068 4.37656 1.46941 -0.30 0.26 -0.06
H 0.38340 -1.12997 1.80161 -0.46 0.23 0.50
H -0.68210 -2.22470 3.86713 0.30 0.45 0.14
H -1.03579 -0.77801 5.88923 0.19 0.17 -0.46
H -0.41497 1.63441 5.83172 0.03 -0.29 -0.24
H 0.18099 2.72564 3.64575 -0.55 -0.39 0.09
```
Positions in Å, forces in eV/Å.

Charge: +2
2S+1: 6

=====

The records above yield relative energy (zero: lowest compared OMol25 entry of this formula, charge and spin) values of 0.000 0.328 0.000 eV, respectively.